1.
{"formula": "C20H43N2P3SSeV", "method": "ωB97M-V/def2-TZVPD", "elements": ["V", "P", "P", "P", "H", "C", "C", "H", "C", "C", "C", "C", "C", "C", "C", "C", "C", "H", "H", "H", "H", "H", "H", "H", "H", "H", "H", "H", "H", "H", "H", "H", "H", "H", "H", "H", "H", "H", "H", "H", "H", "H", "H", "H", "H", "H", "C", "C", "C", "C", "C", "C", "Se", "H", "H", "H", "H", "H", "H", "S", "C", "N", "C", "C", "N", "H", "H", "H", "H", "H", "H"], "coordinates": [[-0.10556, 0.04623, -0.09321], [-1.45088, -0.65592, 1.74338], [1.04185, -2.35365, -0.22977], [-1.75606, -0.73180, -1.62052], [-0.27751, 3.46537, -0.19165], [-1.22531, 3.00394, 0.11406], [-0.97182, 1.89852, 1.10287], [-0.02105, 2.01011, 1.65357], [-1.01230, -0.21985, 3.47175], [-1.63187, -2.46033, 2.00918], [-3.22626, -0.17123, 1.71921], [2.47593, -2.68114, -1.36625], [1.89906, -2.69165, 1.36961], [0.10023, -3.88958, -0.62826], [-2.96998, 0.59532, -1.98922], [-2.91580, -2.13751, -1.31368], [-1.29483, -1.14202, -3.34354], [-1.87743, 3.78406, 0.53482], [-1.79777, 1.92644, 1.83887], [-0.76636, 0.83861, 3.60832], [-0.17153, -0.82940, 3.82601], [-1.88409, -0.45203, 4.09832], [-0.66103, -2.95243, 2.12028], [-2.17618, -2.93844, 1.18966], [-2.20221, -2.61390, 2.93333], [-3.37070, 0.90482, 1.59052], [-3.66023, -0.46288, 2.68193], [-3.76797, -0.67412, 0.91563], [2.74553, -3.74911, -1.30481], [3.34932, -2.07117, -1.09249], [2.20603, -2.44284, -2.40961], [1.98860, -3.77814, 1.52412], [1.36897, -2.24537, 2.22470], [2.90586, -2.24590, 1.33334], [0.77613, -4.75857, -0.60451], [-0.31950, -3.80803, -1.64013], [-0.71607, -4.06310, 0.08092], [-3.72627, 0.17606, -2.67014], [-2.46456, 1.42904, -2.49753], [-3.47181, 0.95965, -1.08312], [-3.64926, -2.14053, -2.13159], [-3.46303, -2.03755, -0.37244], [-2.38469, -3.09623, -1.32274], [-2.19996, -1.07548, -3.97040], [-0.90016, -2.16335, -3.42159], [-0.52728, -0.44013, -3.71813], [1.44501, 1.69552, -3.23093], [1.05662, 3.00073, -2.89435], [1.09588, 4.01897, -3.85757], [1.58429, 3.75640, -5.15160], [2.02052, 2.46570, -5.47098], [1.95262, 1.44325, -4.52164], [1.53223, 0.22232, -1.99030], [-1.75960, 2.60187, -0.76396], [0.76504, 3.21194, -1.86352], [0.75977, 5.02570, -3.59992], [1.61670, 4.55229, -5.89544], [2.42332, 2.24083, -6.45594], [2.32920, 0.44739, -4.74654], [2.10715, 0.56764, 0.87808], [2.20530, 0.95708, 2.52900], [2.74392, 0.14049, 3.44802], [2.61494, 0.67915, 4.78796], [1.97816, 2.05167, 4.56172], [1.79378, 2.09913, 3.11818], [3.16605, -0.75876, 3.21460], [3.60203, 0.75024, 5.25973], [1.98141, 0.02894, 5.40564], [2.63914, 2.86154, 4.89769], [1.00998, 2.14676, 5.07397], [1.49636, 2.92836, 2.59908]], "forces_ev_per_a": [[1.41, 1.62, 1.24], [-1.29, -0.92, 1.46], [0.75, -1.18, 0.24], [-2.03, -0.95, -1.92], [-0.43, -0.05, -0.11], [0.39, -0.37, -0.98], [0.35, 0.56, 1.42], [-0.72, -0.14, -0.37], [0.35, 0.32, 0.09], [-0.07, -0.18, -0.10], [-0.05, 0.13, -0.17], [-0.11, 0.46, -0.39], [-0.15, -0.04, 0.32], [-0.33, 0.12, 0.21], [0.06, 0.43, 0.26], [0.18, -0.05, 0.29], [0.60, 0.09, -0.23], [0.14, -0.28, 0.03], [0.62, -0.72, -0.45], [-0.06, -0.22, -0.07], [-0.13, 0.10, -0.16], [0.23, 0.02, -0.17], [-0.21, 0.11, 0.04], [0.09, 0.11, 0.17], [0.08, 0.02, -0.17], [-0.02, -0.29, 0.06], [0.00, -0.04, -0.23], [0.04, 0.05, 0.23], [-0.20, 0.42, 0.17], [-0.30, -0.14, -0.08], [0.16, -0.26, 0.45], [-0.01, 0.33, -0.05], [0.12, -0.22, -0.27], [-0.39, -0.24, -0.15], [-0.14, 0.39, 0.03], [0.17, -0.04, 0.23], [0.21, -0.01, -0.24], [0.27, 0.10, 0.23], [-0.20, -0.18, 0.13], [0.11, -0.03, -0.26], [0.25, 0.06, 0.15], [0.13, -0.09, -0.27], [-0.16, 0.26, 0.03], [0.35, -0.01, 0.28], [-0.03, 0.24, 0.05], [-0.49, -0.34, 0.03], [0.27, -0.47, 0.46], [-0.34, 0.77, -0.06], [0.01, -0.44, 0.50], [-0.21, -0.28, 0.35], [-0.04, -0.50, 0.30], [0.33, 0.08, -0.38], [0.24, 1.46, -2.21], [0.18, 0.51, 0.03], [-0.01, 0.05, -0.50], [0.18, -0.34, -0.03], [0.04, -0.21, 0.21], [-0.09, 0.09, 0.19], [-0.10, 0.20, -0.14], [-0.08, 0.19, -1.06], [0.08, 0.21, 2.09], [-0.55, 0.12, -1.30], [0.47, -0.36, 1.00], [-0.03, 0.72, 0.71], [0.05, -0.70, -1.21], [-0.27, 0.55, 0.14], [-0.27, -0.02, -0.04], [0.20, 0.15, -0.15], [-0.27, -0.17, -0.12], [0.33, 0.03, -0.13], [0.33, -0.56, 0.35]], "total_energy_ev": -154127.1069, "lumo_energy_ev": [-10.84, -11.35], "spin_multiplicity": 3, "relative_energy_kcal_mol": 0.0, "charge": 3}

2.
{"formula": "C4H22O11", "method": "ωB97M-V/def2-TZVPD", "elements": ["O", "C", "O", "C", "C", "C", "O", "H", "H", "H", "H", "H", "H", "H", "H", "O", "H", "H", "O", "H", "H", "O", "H", "H", "O", "H", "H", "O", "H", "H", "O", "H", "H", "O", "H", "H", "O"], "coordinates": [[2.50666, 1.96645, -2.23266], [1.71326, 1.81449, -1.29095], [0.65461, 2.48479, -1.07618], [2.09540, 0.72861, -0.23903], [0.86599, 0.04158, 0.34342], [1.11769, -0.85725, 1.54146], [-0.10933, -1.28825, 2.12595], [2.63177, 1.26159, 0.54974], [2.79647, 0.04003, -0.71520], [0.36372, -0.53882, -0.43403], [0.18868, 0.81357, 0.68015], [1.73029, -1.73277, 1.27324], [1.61442, -0.31240, 2.34837], [-4.07308, 0.56149, -1.42509], [-3.45138, -0.55730, -2.19412], [-4.33839, -0.15719, -2.02208], [-1.74199, 0.51245, -1.27540], [-0.98736, 1.79204, -0.79299], [-1.84486, 1.31338, -0.70878], [3.88806, -0.67172, 1.72693], [4.01417, 0.83818, 1.77311], [4.44547, 0.03164, 2.07409], [-1.34091, 0.10290, 2.11841], [-2.04446, 1.07183, 1.10946], [-1.88292, 0.91880, 2.06807], [-0.58784, -1.92727, 1.52402], [-2.21537, -2.53035, 0.41925], [-1.36931, -2.97713, 0.53407], [-0.96006, -3.01480, -0.42546], [0.47072, -2.55939, -1.77633], [-0.44194, -2.86044, -1.81413], [-1.12518, -1.83961, -2.14469], [-1.28913, -0.57524, -3.24053], [-1.70392, -0.86944, -2.42230], [0.45379, 3.09035, 0.61099], [-0.36690, 2.62744, 1.83480], [0.32314, 3.25778, 1.57438]], "forces_ev_per_a": [[-0.05, 0.00, -0.02], [0.25, 0.05, -0.02], [0.19, -0.12, 0.03], [-0.46, 0.11, -0.24], [0.49, -0.13, 0.12], [-0.52, -0.09, 0.10], [-0.04, -0.26, 0.06], [-0.04, 0.13, 0.07], [-0.01, -0.03, 0.03], [-0.11, 0.04, 0.00], [-0.12, 0.02, -0.06], [0.06, 0.02, 0.00], [0.22, 0.08, -0.13], [-0.19, -0.11, -0.20], [-0.21, 0.02, -0.25], [0.37, 0.14, 0.36], [0.11, 0.22, 0.09], [-0.16, -0.14, -0.18], [-0.14, 0.04, -0.09], [-0.10, 0.07, -0.04], [-0.04, -0.07, -0.04], [0.28, -0.06, 0.18], [-0.09, 0.34, -0.08], [0.22, -0.23, 0.21], [-0.12, 0.06, -0.03], [0.44, 0.17, 0.05], [0.04, -0.01, -0.09], [-0.15, -0.25, -0.13], [-0.09, 0.20, 0.23], [-0.02, 0.01, 0.02], [0.02, -0.21, -0.10], [0.05, 0.27, -0.06], [-0.14, 0.09, 0.12], [0.10, -0.35, -0.04], [-0.04, -0.08, 0.22], [0.06, 0.03, -0.03], [-0.07, 0.01, -0.05]], "total_energy_ev": -27031.0606, "lumo_energy_ev": 5.37, "charge": -2}